Here is C48H49As2NO3P2SW as an isolated structure from the Open Molecules 2025 dataset. Energies are from ωB97M-V with the def2-TZVPD basis set.

Calculated values
Energy = -211083.0842 eV
Net charge = +4
HOMO level (alpha / beta) = -18.3 / -18.4 eV
Orbital gap (alpha / beta) = 0.22481 / 0.24239 hartree
2S+1 = 3

Last column: Mulliken charge in e.
Element x y z (Å)
1 W -0.2322 -0.5742 0.0209  0.51
2 O 0.2103 0.7197 1.4148  0.99
3 S 0.5419 2.2116 1.7596  -0.62
4 C -1.1123 2.8056 2.0162  1.08
5 C -1.2706 3.7108 3.0451  -0.51
6 C -2.5053 4.3352 3.2256  -0.97
7 C -3.5515 4.0381 2.3752  -0.92
8 C -3.3876 3.0947 1.3606  -0.96
9 C -2.1689 2.4503 1.1646  -0.01
10 P -2.1749 1.1225 -0.0754  2.87
11 C -3.3882 1.4666 -1.3421  0.48
12 C -3.0742 2.4343 -2.3008  -0.45
13 C -4.0075 2.7660 -3.2667  -0.71
14 C -5.2429 2.1274 -3.2873  -0.72
15 C -5.5554 1.1633 -2.3371  -0.79
16 C -4.6339 0.8332 -1.3550  -0.54
17 C -2.6565 -0.3830 0.8095  -0.28
18 C -2.9283 -0.5004 2.1723  -0.88
19 C -3.1769 -1.7593 2.7072  -0.82
20 C -3.0874 -2.9168 1.9315  -0.79
21 C -2.7269 -2.8299 0.5996  -0.70
22 C -2.4866 -1.5644 0.0343  -0.78
23 C 0.9044 3.0902 0.2353  1.14
24 C 1.0875 4.4363 0.5249  -1.10
25 C 1.3440 5.3380 -0.4967  -1.00
26 C 1.4193 4.8792 -1.8016  -0.98
27 C 1.2810 3.5265 -2.0736  -0.74
28 C 1.0405 2.5894 -1.0628  0.69
29 P 1.1517 0.8282 -1.5389  1.00
30 C 0.7121 0.7192 -3.2760  1.35
31 C -0.5971 0.3898 -3.6240  -1.17
32 C -0.9909 0.3791 -4.9533  -0.91
33 C -0.0753 0.6848 -5.9499  -0.81
34 C 1.2305 1.0268 -5.6150  -1.08
35 C 1.6239 1.0558 -4.2874  -0.97
36 C 2.8792 0.3839 -1.2191  1.95
37 C 3.3557 0.5772 0.0823  -0.28
38 C 4.6803 0.3176 0.3883  -0.80
39 C 5.5474 -0.1389 -0.5953  -0.90
40 C 5.0774 -0.3579 -1.8846  -1.02
41 C 3.7514 -0.1048 -2.1967  -1.00
42 H -0.4425 3.9257 3.7094  0.61
43 H -2.6349 5.0499 4.0274  0.48
44 H -4.5102 4.5249 2.4968  0.49
45 H -4.2310 2.8656 0.7202  0.59
46 H -2.1119 2.9370 -2.2903  0.42
47 H -3.7770 3.5254 -4.0022  0.52
48 H -5.9706 2.3895 -4.0444  0.47
49 H -6.5238 0.6812 -2.3499  0.50
50 H -4.9001 0.1039 -0.5990  0.47
51 H -2.9754 0.3780 2.8037  0.57
52 H -3.4540 -1.8406 3.7515  0.50
53 H -3.3031 -3.8809 2.3735  0.50
54 H -2.6555 -3.7200 -0.0115  0.55
55 H -2.4782 -1.4839 -1.0571  0.99
56 H 1.0204 4.8002 1.5446  0.57
57 H 1.4799 6.3868 -0.2693  0.49
58 H 1.6070 5.5693 -2.6135  0.51
59 H 1.3703 3.2043 -3.0999  0.56
60 H -1.3269 0.1616 -2.8598  1.04
61 H -2.0139 0.1338 -5.2103  0.60
62 H -0.3778 0.6674 -6.9889  0.49
63 H 1.9411 1.2816 -6.3901  0.50
64 H 2.6348 1.3601 -4.0485  0.71
65 H 2.7170 0.9103 0.8892  -0.01
66 H 5.0349 0.4761 1.3986  0.53
67 H 6.5866 -0.3276 -0.3599  0.46
68 H 5.7475 -0.7180 -2.6541  0.52
69 H 3.4134 -0.2946 -3.2059  0.46
70 C -1.1608 -3.0098 -3.0153  -1.35
71 As 0.1629 -2.6265 -1.6490  0.91
72 C 1.8500 -2.7820 -2.5755  -1.12
73 C 0.1454 -4.1871 -0.4951  0.41
74 C -0.2164 -5.4345 -0.9985  -0.93
75 C -0.1294 -6.5594 -0.1873  -0.86
76 C 0.3263 -6.4462 1.1181  -0.93
77 C 0.6852 -5.2046 1.6247  -1.09
78 C 0.5902 -4.0725 0.8217  0.49
79 As 1.0599 -2.3435 1.5210  1.07
80 C 2.9836 -2.3570 1.7146  -1.19
81 C 0.3651 -2.2892 3.3327  -1.27
82 H -1.2155 -2.1834 -3.7164  0.24
83 H -2.1376 -3.2031 -2.5763  0.43
84 H -0.8307 -3.8981 -3.5508  0.64
85 H 1.9180 -3.8111 -2.9250  0.69
86 H 2.6741 -2.5679 -1.9005  0.22
87 H 1.8729 -2.1037 -3.4256  0.34
88 H -0.5629 -5.5550 -2.0171  0.43
89 H -0.4109 -7.5273 -0.5808  0.48
90 H 0.4032 -7.3269 1.7422  0.46
91 H 1.0339 -5.1387 2.6491  0.47
92 H 3.2136 -3.1764 2.3953  0.62
93 H 3.3067 -1.4106 2.1381  0.19
94 H 3.4424 -2.5457 0.7461  0.39
95 H 1.1488 -2.6477 3.9979  0.59
96 H -0.5000 -2.9438 3.3973  0.44
97 H 0.1119 -1.2647 3.6002  0.15
98 N 2.2226 1.5129 6.6440  -0.16
99 C 2.8866 0.8172 5.4909  -0.78
100 C 1.9145 0.8789 4.2823  0.91
101 O 0.7938 1.3989 4.5048  -0.89
102 O 2.3529 0.4333 3.2054  -0.62
103 H 2.6580 2.4051 6.8692  0.36
104 H 2.1971 0.9584 7.4980  0.37
105 H 1.2570 1.6855 6.2904  0.31
106 H 3.0814 -0.2139 5.7722  0.31
107 H 3.8325 1.3014 5.2680  0.32

Atomic forces in eV per Å
W -0.3712 0.6751 0.0361
O 0.6939 -0.4299 -0.1630
S -0.3080 0.2158 0.2855
C 0.1118 -0.0578 -0.1070
C -0.0256 0.0428 0.0748
C 0.0696 -0.0078 0.0163
C -0.0149 -0.0119 -0.0150
C -0.0189 -0.0325 -0.0106
C -0.3319 0.1323 -0.0412
P 0.1179 -0.1365 -0.0497
C -0.0065 -0.0088 0.0324
C 0.0936 0.0294 -0.0111
C -0.0090 0.0105 -0.0249
C -0.0302 -0.0071 -0.0101
C 0.0081 0.0182 -0.0030
C -0.0142 -0.0199 0.0350
C -0.0456 -0.0859 -0.0093
C 0.0917 0.0055 -0.0707
C -0.0032 -0.0568 0.0587
C 0.0258 -0.0229 -0.0188
C 0.0293 0.0957 0.0863
C -0.1289 -0.0561 -0.1266
C 0.0494 -0.2006 -0.0598
C -0.0072 0.0963 -0.1079
C -0.0102 -0.0246 0.0193
C -0.0057 0.0196 0.0186
C -0.0088 0.0133 0.0303
C -0.0075 0.1096 -0.0123
P -0.0835 -0.2174 0.2100
C 0.1841 0.0264 -0.0906
C 0.0028 0.0209 -0.0416
C -0.0368 -0.0144 0.0002
C 0.0351 0.0043 -0.0262
C -0.0392 -0.0103 -0.0083
C 0.0169 0.0351 0.0173
C 0.0084 0.0087 -0.0593
C -0.0126 0.0225 -0.0089
C 0.0915 0.0098 -0.0269
C -0.0050 -0.0033 -0.0075
C 0.0167 -0.0099 0.0493
C -0.0571 -0.0642 -0.0990
H 0.0048 -0.0100 -0.0181
H -0.0012 -0.0052 -0.0065
H 0.0091 -0.0005 0.0026
H 0.0167 -0.0111 -0.0059
H 0.0016 -0.0162 0.0198
H -0.0013 -0.0122 0.0057
H 0.0067 0.0010 0.0100
H 0.0072 0.0018 -0.0004
H 0.0210 0.0033 -0.0065
H -0.0396 0.0181 -0.0299
H 0.0061 -0.0062 -0.0099
H -0.0073 0.0085 -0.0001
H -0.0252 -0.0130 0.0019
H 0.0509 0.0799 -0.0268
H -0.0036 -0.0302 0.0103
H 0.0034 -0.0088 -0.0044
H -0.0010 -0.0011 0.0107
H 0.0065 -0.0551 -0.0243
H -0.0828 -0.0311 0.1036
H 0.0134 0.0033 -0.0059
H -0.0024 0.0041 0.0092
H -0.0048 0.0011 0.0057
H -0.0656 0.0343 -0.0153
H -0.0289 0.0454 0.0326
H -0.0182 0.0090 -0.0114
H -0.0053 0.0058 -0.0029
H -0.0032 0.0006 0.0070
H 0.0274 -0.0080 0.0934
C 0.1294 -0.0587 0.0784
As 0.0096 -0.0285 0.1853
C -0.1029 -0.0801 -0.0549
C 0.0465 -0.0145 -0.1664
C 0.0317 0.0110 0.0240
C -0.0163 0.0004 -0.0317
C 0.0041 -0.0254 0.0174
C -0.0289 -0.0442 0.0196
C -0.0132 -0.0365 0.0779
As -0.0415 0.1456 0.0613
C -0.1159 -0.0933 -0.0339
C 0.1467 -0.0251 -0.0601
H 0.0004 0.0587 -0.0187
H -0.0105 0.0017 0.0207
H -0.0146 -0.0221 -0.0303
H 0.0303 -0.0182 -0.0333
H -0.0013 -0.0049 0.0233
H -0.0165 0.0326 -0.0089
H 0.0152 0.0296 -0.0114
H 0.0005 0.0075 0.0000
H 0.0002 0.0127 -0.0006
H 0.0082 0.0468 -0.0095
H 0.0281 -0.0396 -0.0204
H -0.0570 0.0174 0.0009
H 0.0319 0.0471 0.0104
H -0.0270 -0.0348 0.0370
H -0.0405 0.0162 0.0374
H -0.0011 0.0103 -0.0399
N -0.0476 -0.0361 -0.0262
C -0.1506 -0.0085 0.0105
C 0.3035 0.1264 -0.2311
O 0.0083 -0.0913 0.1179
O -0.0496 -0.0588 0.2402
H 0.0259 0.0658 0.0184
H -0.0031 -0.0355 0.0334
H -0.0312 0.0343 -0.0349
H 0.0126 -0.0305 -0.0410
H -0.0129 0.0015 -0.0659